<i>
DFT (the ωB97M-V functional and the def2-TZVPD basis) results for the ion C5H10NS with charge +1.

Structure (SMILES)   C/C=C1/C[NH2+]CS1
HOMO-LUMO gap   0.33621 hartree

Geometry as ORCA input:
```
! RIJCOSX wB97M-V def2-TZVPD def2/J DEFGRID3
* xyz 1 1
C 0.20178 0.13552 -0.38437
C 1.08245 -0.21139 -1.27455
C 0.70627 0.33672 1.37219
C -1.68950 -0.04135 1.18861
C 0.80007 -0.48202 -2.69931
N -0.58000 0.65289 1.99064
S -1.44449 0.39439 -0.46322
H 2.13236 -0.10078 -0.93495
H 0.86743 -0.69971 1.45131
H 1.54576 0.93813 1.39250
H -1.67133 -1.17677 1.20335
H -2.65520 0.44377 1.54243
H -0.27010 -0.52226 -3.00407
H 1.15755 -1.60939 -2.87996
H 1.46426 0.01495 -3.37573
H -0.81817 0.32155 2.90588
H -0.82913 1.60575 1.96927
*
```

<ii>
DFT (the ωB97M-V functional and the def2-TZVPD basis) results for the ion C5H10NS with charge +1.

HOMO-LUMO gap (alpha / beta)   0.27162 / 0.27166 hartree

Geometry as ORCA input:
```
! RIJCOSX wB97M-V def2-TZVPD def2/J DEFGRID3
* xyz 1 1
C -0.79441 -1.50467 0.08146
C 0.54226 -1.80201 0.15754
C 1.38678 0.80253 0.04554
C 2.51859 1.71246 -0.07067
C -2.71590 -0.15058 -0.11784
N -1.28786 -0.30950 -0.15149
S 1.83377 -0.74969 -0.08325
H -1.59520 -2.30492 0.28726
H 0.86575 -2.86452 0.02591
H 0.55247 1.23836 0.55963
H 2.47636 2.62454 0.41091
H 2.78740 2.06157 -1.03443
H 3.58739 1.25166 0.26273
H -3.23600 -1.12352 -0.13354
H -3.12264 0.28567 0.91018
H -3.14738 0.35788 -1.02136
H -0.65137 0.47476 -0.12857
*
```

From most stable to least stable, the computed energies give <i>, <ii>.

<i>
DFT (the ωB97M-V functional and the def2-TZVPD basis) results for the ion C5H10NS with charge +1.

HOMO-LUMO gap   0.29934 hartree

Geometry as ORCA input:
```
! RIJCOSX wB97M-V def2-TZVPD def2/J DEFGRID3
* xyz 1 1
C 1.47862 -0.38535 -1.88021
C 1.91111 0.32417 0.53205
C 0.46829 -0.16276 0.43789
C -0.41035 0.63432 1.40695
C -1.17967 -0.53452 -1.38108
N 0.03314 0.04847 -0.92064
S 2.80529 -0.19669 -0.98776
H 1.33798 -0.59240 -2.92143
H 1.95765 1.41520 0.53564
H 2.43679 -0.06348 1.40193
H 0.40605 -1.23204 0.70542
H -0.47542 1.67676 1.10635
H 0.00887 0.58066 2.40748
H -1.41181 0.21333 1.43719
H -1.23222 -0.48230 -2.46631
H -1.99888 0.06874 -0.98078
H -1.30990 -1.57135 -1.05397
*
```

<ii>
DFT (the ωB97M-V functional and the def2-TZVPD basis) results for a structure of composition C5H10NS.

HOMO-LUMO gap (alpha / beta)   0.24961 / 0.24964 hartree

Geometry as ORCA input:
```
! RIJCOSX wB97M-V def2-TZVPD def2/J DEFGRID3
* xyz 1 1
C 0.31933 0.60205 1.70726
C 0.74152 1.98368 1.28637
C 1.02300 -0.09550 0.70028
C 1.17026 -1.52462 0.53134
C -1.71831 -0.05413 -1.79472
N -0.73229 0.32116 -1.05794
S 2.01751 1.26646 0.23229
H -0.55718 0.37472 2.31060
H 1.16705 2.62606 2.13759
H 2.11527 -1.64105 -0.03353
H 0.26378 -1.80930 0.02067
H 1.26431 -2.19312 1.40491
H -1.51733 -0.69810 -2.64695
H -0.13225 2.43531 0.77719
H -2.70127 0.33070 -1.57974
H -0.81502 0.93489 -0.27354
H 0.20528 0.24475 -1.36521
*
```

From most stable to least stable, the computed energies give <i>, <ii>.

<i>
DFT (the ωB97M-V functional and the def2-TZVPD basis) results for the ion C3H6N3 with charge +1.

Structure (SMILES)   C[N+]1=CN=NC1
HOMO-LUMO gap   0.35159 hartree

Geometry as ORCA input:
```
! RIJCOSX wB97M-V def2-TZVPD def2/J DEFGRID3
* xyz 1 1
C -1.66037 0.78395 -0.50859
C -0.15498 1.00741 1.15430
C 0.36813 -0.69749 -0.38587
N -2.24250 1.71666 0.70385
N -1.32286 1.77214 1.50983
N -0.47987 0.38534 -0.10351
H -2.09694 0.46132 -1.49626
H 0.75206 1.68941 1.04739
H 0.13722 0.38693 1.98474
H 0.43708 -0.98076 -1.43661
H 0.02078 -1.48843 0.26430
H 1.37256 -0.52440 -0.08004
*
```

<ii>
DFT (the ωB97M-V functional and the def2-TZVPD basis) results for a structure of composition C3H6N3.

HOMO-LUMO gap   0.34026 hartree

Geometry as ORCA input:
```
! RIJCOSX wB97M-V def2-TZVPD def2/J DEFGRID3
* xyz 1 1
C 0.27192 -1.09788 -0.24438
C 0.25364 1.02435 -0.24040
C -0.49569 -0.01352 -0.99547
N -3.21769 -0.04318 0.43366
N -2.21917 0.00402 -0.03215
N 1.03358 -0.03658 0.53315
H -0.32109 -1.71119 0.40992
H 0.86466 -1.71204 -0.90984
H 0.96476 1.47600 -0.93469
H -0.07138 1.76547 0.38987
H 1.03214 0.17108 1.53685
H 1.90433 0.17346 0.05348
*
```

From most stable to least stable, the computed energies give <i>, <ii>.

<i>
DFT (the ωB97M-V functional and the def2-TZVPD basis) results for the ion C3H6N3 with charge +1.

HOMO-LUMO gap (alpha / beta)   0.33196 / 0.33193 hartree

Geometry as ORCA input:
```
! RIJCOSX wB97M-V def2-TZVPD def2/J DEFGRID3
* xyz 1 1
C 0.08055 0.66525 -0.01035
C 1.37188 1.11505 -0.07891
C -1.94902 -0.88719 -0.11054
N -0.77043 -0.14946 0.03775
N 2.32703 -0.35979 -0.01286
N 1.93400 -1.44351 0.10326
H 1.77100 1.47421 -0.96641
H 1.85547 1.60872 0.67879
H -1.74398 -1.68286 -0.68375
H -2.31529 -1.18546 0.81722
H -2.84662 -0.41441 -0.39840
H 3.17805 0.12401 -0.09506
*
```

<ii>
DFT (the ωB97M-V functional and the def2-TZVPD basis) results for a cluster of 2 separate species, C3H6N3 in total.

HOMO-LUMO gap   0.34496 hartree

Geometry as ORCA input:
```
! RIJCOSX wB97M-V def2-TZVPD def2/J DEFGRID3
* xyz 1 1
C 0.10146 1.04627 0.33498
C -2.40577 -0.85332 -0.09741
C 1.22774 0.65203 -0.53626
N 3.08853 -0.63307 0.25156
N 2.13424 -0.10643 -0.17915
N -3.49074 -1.24747 -0.05337
H -0.79053 0.44579 0.06199
H 0.32150 0.86693 1.38338
H -0.13998 2.09299 0.17541
H 1.23111 0.98523 -1.57047
H 3.14904 -1.65530 0.25994
H -4.42660 -1.59365 -0.03060
*
```

From most stable to least stable, the computed energies give <ii>, <i>.